Entry from the Open Molecules 2025 dataset: the molecule C6H9NO3 in a non-equilibrium geometry (ωB97M-V with the def2-TZVPD basis set).

Cartesian coordinates (Å):
C 2.465 -0.239 0.608
C 1.566 0.106 -0.295
C 0.203 0.612 0.065
C -0.891 -0.435 0.145
C -0.079 1.961 -0.571
C -0.607 -1.900 0.145
N -2.272 -0.061 -0.053
O -2.952 -0.904 -0.597
O -2.658 1.029 0.285
O -0.217 0.413 1.380
H 3.454 -0.563 0.337
H 2.229 -0.195 1.660
H 1.775 0.090 -1.354
H -0.158 1.855 -1.651
H 0.747 2.631 -0.341
H -0.995 2.391 -0.175
H -0.535 -2.255 -0.883
H -1.408 -2.442 0.643
H 0.334 -2.094 0.652

As for the structure (SMILES): C=C[C@]1(C)O[C@@]1(C)[N+](=O)[O-]. The HOMO energy is -10.3 eV. As for the max |F|: 4.23 eV Å⁻¹. Its frontier orbital gap is 10.10 eV.

natural (NBO) population analysis, charges in e, atoms 1 to 5:
1. C -0.3644
2. C -0.2225
3. C 0.2133
4. C 0.2964
5. C -0.6466

---

Entry from the Open Molecules 2025 dataset: a structure of composition C36H47N5P2Pd in a non-equilibrium geometry (ωB97M-V with the def2-TZVPD basis set).

Cartesian coordinates (Å):
Pd -0.829 -2.640 -1.623
C -0.985 3.629 -0.477
C -1.314 2.632 -1.323
C -0.870 2.240 -2.715
C 0.298 1.232 -2.823
C 1.633 1.811 -2.444
C 1.934 3.010 -1.918
C 1.107 4.253 -1.814
C 0.226 4.485 -0.554
C 1.049 -2.881 -1.367
H -1.679 3.793 0.363
H -1.991 1.838 -0.945
H -0.630 3.050 -3.430
H -1.719 1.651 -3.100
H 0.097 0.263 -2.291
H 0.342 0.955 -3.899
H 2.459 1.135 -2.691
H 3.032 3.205 -1.761
H 0.524 4.412 -2.738
H 1.885 5.036 -1.708
H 0.844 4.264 0.347
H -0.044 5.547 -0.465
H 0.898 -3.240 -0.321
H 1.373 -1.816 -1.368
H 1.662 -3.563 -1.984
P 1.358 -1.393 -6.691
P -2.238 -0.820 -6.565
N 2.664 -0.188 -7.051
N 2.037 -2.564 -7.923
N -2.288 0.939 -6.980
N -3.780 -1.184 -7.458
C 0.228 -0.591 -7.930
C -1.136 -1.296 -7.992
C 3.676 0.123 -6.142
C 4.622 0.934 -6.757
C 4.204 1.119 -8.113
C 3.001 0.426 -8.259
C 2.336 -3.885 -7.590
C 2.787 -4.559 -8.724
C 2.782 -3.630 -9.812
C 2.325 -2.414 -9.284
C -2.253 2.016 -6.069
C -1.990 3.201 -6.787
C -1.939 2.851 -8.175
C -2.113 1.484 -8.261
C -4.517 -0.495 -8.434
C -5.550 -1.325 -8.901
C -5.421 -2.578 -8.212
C -4.321 -2.479 -7.365
H 0.638 -0.599 -8.950
H 0.107 0.454 -7.606
H -1.642 -1.084 -8.951
H -1.024 -2.392 -7.939
H 3.596 -0.237 -5.126
H 5.512 1.338 -6.301
H 4.710 1.668 -8.891
H 2.360 0.383 -9.122
H 2.188 -4.219 -6.575
H 3.095 -5.595 -8.772
H 3.070 -3.809 -10.840
H 2.193 -1.488 -9.806
H -2.516 1.897 -5.017
H -1.888 4.194 -6.363
H -1.839 3.524 -9.022
H -2.150 0.874 -9.158
H -4.260 0.498 -8.737
H -6.300 -1.053 -9.616
H -6.066 -3.436 -8.313
H -3.859 -3.197 -6.713
C 0.850 1.077 1.521
N 0.585 0.088 2.520
C 0.300 0.531 3.861
C 0.061 -1.187 2.088
C -1.304 -1.267 1.445
C -2.349 -0.979 2.357
C -3.675 -1.202 2.019
C -3.992 -1.550 0.705
C -2.974 -1.574 -0.293
C -1.651 -1.659 0.123
H 1.595 1.825 1.850
H -0.064 1.641 1.253
H 1.234 0.584 0.612
H -0.679 1.039 3.918
H 0.320 -0.324 4.556
H 1.032 1.265 4.230
H 0.774 -1.619 1.382
H -0.002 -1.795 3.020
H -2.080 -0.720 3.387
H -4.458 -1.216 2.807
H -5.033 -1.814 0.454
H -3.264 -1.668 -1.352

The HOMO energy (spin up / spin down) is -11.8 / -11.8 eV. As for the max |F|: 4.30 eV Å⁻¹. Its frontier orbital gap (spin up / spin down) is 6.99 / 3.06 eV. As for the spin multiplicity: 5. Its charge is +2.

Mulliken population analysis, charges in e, atoms 1 to 5:
1. Pd -0.1694
2. C -0.8479
3. C -0.2485
4. C -0.7763
5. C 1.1671

---

Entry from the Open Molecules 2025 dataset: a structure of composition C5H8O2 in a non-equilibrium geometry (ωB97M-V with the def2-TZVPD basis set).

Cartesian coordinates (Å):
C 2.284 -0.030 0.272
C 0.971 0.029 -0.441
C -0.329 -0.737 -0.103
C -2.258 0.021 0.398
C -0.263 0.795 -0.628
H 2.919 -0.865 -0.134
H 1.992 -0.051 1.368
H 3.076 0.898 0.018
H 1.227 0.127 -1.371
H -0.405 -0.914 0.944
H -2.021 -0.218 1.747
H -3.455 0.146 0.140
H -0.491 0.591 -1.599
O -1.745 -0.943 -0.614
O -1.502 1.152 0.003

The HOMO energy is -8.5 eV. As for the max |F|: 5.71 eV Å⁻¹. Its frontier orbital gap is 9.34 eV.

natural (NBO) population analysis, charges in e, atoms 1 to 5:
1. C -0.6201
2. C -0.1847
3. C 0.0195
4. C 0.2089
5. C 0.0322

---

Entry from the Open Molecules 2025 dataset: the ion C4H8NO with charge +1 in a non-equilibrium geometry (ωB97M-V with the def2-TZVPD basis set).

Cartesian coordinates (Å):
C 1.776 -0.668 0.412
C -0.950 -0.279 0.459
C -1.642 0.406 -0.764
C 0.467 0.271 0.376
N -0.623 1.054 -1.502
O 0.500 0.922 -0.973
H 1.938 -1.315 -0.382
H 2.726 0.019 0.271
H -1.376 0.134 1.372
H -0.839 -1.407 0.463
H -2.195 -0.165 -1.515
H -2.190 1.367 -0.634
H 0.673 1.009 1.152
H 1.736 -1.347 1.266

The HOMO energy is -17.0 eV. As for the max |F|: 2.92 eV Å⁻¹. Its frontier orbital gap is 10.03 eV. Its charge is +1.

natural (NBO) population analysis, charges in e, atoms 1 to 5:
1. C -0.6435
2. C -0.4845
3. C -0.3336
4. C 0.0586
5. N 0.3402

---

Entry from the Open Molecules 2025 dataset: the molecule C9H8F2O in a non-equilibrium geometry (ωB97M-V with the def2-TZVPD basis set).

Cartesian coordinates (Å):
C 1.013 1.067 0.156
C 0.020 1.490 0.858
C 0.490 -1.374 -0.114
C -0.541 -1.795 0.600
C -0.943 0.281 -1.233
C 0.433 -0.065 -0.845
C -1.822 -1.031 0.710
C -1.878 0.089 -0.290
C 2.480 1.308 0.115
O -1.149 1.502 1.057
F 1.278 -0.067 -1.926
F -3.118 0.566 -0.484
H 1.409 -1.929 -0.201
H -0.504 -2.732 1.130
H -1.095 0.949 -2.063
H -2.670 -1.695 0.501
H -1.965 -0.662 1.730
H 2.757 2.056 0.851
H 3.026 0.386 0.322
H 2.777 1.655 -0.874

As for the structure (SMILES): CC(=C=O)[C@@]1(F)C=CCC(F)=C1. The HOMO energy is -8.7 eV. As for the max |F|: 2.96 eV Å⁻¹. Its frontier orbital gap is 8.69 eV.

natural (NBO) population analysis, charges in e, atoms 1 to 5:
1. C -0.3248
2. C 0.6660
3. C -0.2145
4. C -0.1640
5. C -0.3594

---

Entry from the Open Molecules 2025 dataset: a cluster of 10 separate species, C47H62BrFN9O8P in total in a non-equilibrium geometry (ωB97M-V with the def2-TZVPD basis set).

Cartesian coordinates (Å):
C 6.522 1.017 -1.429
C 5.170 1.421 -2.008
O 5.358 2.374 -3.068
C 4.227 2.121 -1.024
C 3.164 1.252 -0.326
P 3.907 0.251 1.084
O 2.928 -0.112 2.101
O 4.758 -0.915 0.426
O 5.105 1.168 1.587
C 2.208 2.130 0.458
O 2.434 3.165 1.012
O 0.961 1.584 0.486
C 0.876 0.438 -0.347
F 0.949 -0.647 0.459
C -0.471 0.396 -1.057
C -1.457 -0.557 -0.425
O -1.166 -1.909 -0.860
C -0.942 -2.799 0.133
O -1.455 -2.732 1.201
C 2.122 0.536 -1.255
C 1.788 1.401 -2.488
Br 2.561 -1.243 -1.897
H 7.204 1.870 -1.475
H 6.956 0.196 -2.002
H 6.469 0.692 -0.394
H 4.697 0.536 -2.445
H 6.221 2.201 -3.454
H 3.729 2.914 -1.575
H 4.820 2.640 -0.275
H 4.289 -1.756 0.515
H 4.808 2.053 1.842
H -0.339 0.125 -2.103
H -0.923 1.388 -1.043
H -1.450 -0.533 0.661
H -2.460 -0.297 -0.760
H -0.242 -3.591 -0.161
H 1.473 0.777 -3.321
H 0.986 2.106 -2.265
H 2.646 1.968 -2.828
N -3.208 -4.000 -1.984
C -4.480 -3.504 -1.890
C -5.334 -4.419 -2.443
C -4.543 -5.523 -2.869
C -3.237 -5.233 -2.575
H -2.395 -3.510 -1.658
H -4.662 -2.540 -1.443
H -6.401 -4.311 -2.535
H -4.894 -6.423 -3.345
H -2.333 -5.794 -2.741
N -2.970 -1.238 -3.871
C -3.994 -0.477 -4.358
C -3.451 0.521 -5.123
C -2.039 0.352 -5.098
C -1.776 -0.745 -4.317
H -3.077 -2.036 -3.268
H -5.017 -0.712 -4.121
H -4.002 1.285 -5.646
H -1.306 0.961 -5.601
H -0.846 -1.222 -4.051
N -4.716 -0.754 3.889
C -3.747 -1.276 3.080
C -4.280 -1.414 1.828
C -5.628 -0.961 1.886
C -5.868 -0.556 3.172
H -4.578 -0.516 4.854
H -2.764 -1.503 3.455
H -3.748 -1.792 0.973
H -6.339 -0.930 1.077
H -6.749 -0.142 3.632
N 3.251 0.057 -6.216
C 3.412 -1.287 -6.420
C 4.596 -1.658 -5.841
C 5.171 -0.490 -5.268
C 4.316 0.553 -5.516
H 2.473 0.601 -6.541
H 2.675 -1.865 -6.951
H 5.000 -2.656 -5.826
H 6.104 -0.428 -4.732
H 4.372 1.593 -5.246
N -0.017 4.127 2.618
C 0.095 4.186 3.980
C -0.899 5.003 4.452
C -1.642 5.454 3.328
C -1.075 4.892 2.214
H 0.592 3.604 2.009
H 0.867 3.638 4.496
H -1.078 5.244 5.487
H -2.497 6.110 3.338
H -1.336 4.974 1.173
N -5.838 -1.824 7.031
C -5.156 -1.235 8.062
C -5.456 -1.923 9.207
C -6.355 -2.966 8.852
C -6.571 -2.878 7.503
H -5.814 -1.528 6.073
H -4.518 -0.383 7.897
H -5.074 -1.704 10.190
H -6.791 -3.697 9.512
H -7.176 -3.474 6.842
N 1.112 2.191 -8.697
C 1.770 2.049 -9.890
C 2.184 3.291 -10.287
C 1.760 4.219 -9.296
C 1.100 3.511 -8.329
H 0.681 1.445 -8.184
H 1.888 1.083 -10.349
H 2.731 3.512 -11.188
H 1.920 5.284 -9.297
H 0.625 3.832 -7.417
N -0.949 1.059 4.121
C -0.672 0.865 5.444
C -1.015 -0.423 5.763
C -1.516 -1.032 4.580
C -1.465 -0.088 3.587
H -0.802 1.921 3.623
H -0.260 1.656 6.046
H -0.915 -0.876 6.735
H -1.868 -2.045 4.471
H -1.751 -0.140 2.550
N 4.088 -1.786 7.058
C 5.125 -1.544 6.198
C 4.588 -1.175 4.992
C 3.172 -1.196 5.129
C 2.897 -1.575 6.414
H 4.186 -2.073 8.013
H 6.148 -1.651 6.515
H 5.146 -0.914 4.108
H 2.451 -0.952 4.368
H 1.957 -1.706 6.922

As for the structure (SMILES): C[C@H](O)C[C@@]1(P(=O)(O)O)C(=O)O[C@@](F)(CCOC=O)[C@]1(C)Br.c1cc[nH]c1.c1cc[nH]c1.c1cc[nH]c1.c1cc[nH]c1.c1cc[nH]c1.c1cc[nH]c1.c1cc[nH]c1.c1cc[nH]c1.c1cc[nH]c1. The HOMO energy is -7.7 eV. As for the max |F|: 2.30 eV Å⁻¹. Its frontier orbital gap is 7.74 eV.

Mulliken population analysis, charges in e, atoms 1 to 5:
1. C -1.5036
2. C 0.9887
3. O -0.5748
4. C -1.6325
5. C 2.6970